Density functional theory data (ωB97M-V/def2-TZVPD) for C5H7CaO3 as an isolated structure in a non-equilibrium geometry.

Multiplicity: 2
Total charge: +2
Kohn-Sham gap (alpha / beta) (eV): 6.2203 / 6.3134
Energy above the lowest of the compared OMol25 structures with the same formula, charge and spin (kcal/mol): 47.75
Expectation value of S²: 0.750
LUMO (alpha / beta) (eV): -7.34 / -7.36

```
16
Properties=species:S:1:pos:R:3:forces:R:3:mulliken_spin:R:1
O 0.0058 1.3465 -2.1986 -0.0062 -0.3408 0.0466 0.000
C -0.2808 1.1881 -3.3193 -0.1471 0.2745 -0.5202 0.000
C -0.6066 1.0554 -4.5811 0.0579 -0.0639 0.2621 0.000
H 0.1706 0.8133 -5.3044 -0.2669 0.0837 0.2011 0.000
H -1.6412 1.2219 -4.8819 0.3722 -0.0699 0.0898 0.000
O 0.0643 -0.0690 0.6041 0.3882 -0.1153 -1.1901 0.002
O 0.7492 -2.1962 -0.0364 0.2564 0.3944 -0.3609 -0.015
C -0.5986 0.3660 2.0000 -0.6779 0.3848 0.3302 0.000
C 0.5287 0.8083 2.8552 0.4424 -0.9188 0.7958 -0.001
C 0.4526 -1.1321 0.2323 -0.7687 -0.0535 0.8490 0.014
H -1.2984 1.1440 1.6816 0.2509 -0.3390 -0.2802 0.000
H -1.0958 -0.5575 2.3082 -0.0180 0.3096 -0.1362 0.000
H 0.7454 -0.0502 3.5090 0.3321 0.5269 0.0364 0.000
H 1.4317 1.0264 2.2728 -0.3011 0.2949 0.1668 0.000
H 0.2532 1.6649 3.4808 0.0388 -0.1030 -0.3018 0.000
Ca 1.1200 -6.6299 1.3775 0.0469 -0.2645 0.0115 0.999
```
Positions in Å, forces in eV/Å.